Formula: C4H7N
Source: the OMol25 dataset
Level of theory: ωB97M-V/def2-TZVPD

Computed properties:
Kohn-Sham gap (spin up / spin down)	8.665 / 8.263	eV
ΔE to the lowest compared entry with this formula, charge and spin	149.7	kcal/mol
E_tot	-5744.925	eV

Structure (ORCA input):
```
! RIJCOSX wB97M-V def2-TZVPD def2/J DEFGRID3
* xyz 0 1
N -1.1769 0.2670 1.9941
C -1.1551 -0.8501 1.5341
C 0.5221 -0.6429 -0.5476
C 0.0923 0.4954 -1.3751
C 1.3816 0.5444 -0.5485
H 2.4265 0.5748 -1.1267
H -0.7163 1.0005 -1.1197
H 0.1071 0.4864 -2.4003
H 1.4198 1.1421 0.2381
H -1.8711 0.4870 2.6067
H -1.6007 -1.8479 1.3827
H 0.5706 -1.6566 -0.6376
*
```